A cluster of 10 separate species, C55H139N11O19 in total in a non-equilibrium geometry, computed with ωB97M-V/def2-TZVPD.

Cartesian coordinates (Å):
C 4.811 -0.637 -0.732
O 5.003 -0.055 0.505
C 6.131 -0.597 1.266
C 6.424 0.318 2.449
N 5.170 0.538 3.179
C 5.272 1.573 4.170
C 3.972 1.653 4.980
O 2.999 2.046 4.037
C 1.778 2.392 4.675
H 3.878 -0.199 -1.200
H 4.746 -1.701 -0.762
H 5.618 -0.410 -1.469
H 6.981 -0.546 0.594
H 5.918 -1.598 1.610
H 6.973 1.226 2.032
H 7.155 -0.250 3.114
H 4.497 0.713 2.477
H 5.464 2.606 3.852
H 6.068 1.389 4.857
H 4.076 2.499 5.711
H 3.698 0.688 5.401
H 1.454 1.615 5.324
H 1.002 2.428 3.983
H 1.835 3.300 5.227
C -4.638 2.430 -0.001
O -3.238 2.751 -0.148
C -2.967 4.093 0.235
C -1.512 4.446 0.161
N -1.083 4.605 -1.219
C 0.205 5.233 -1.389
C 0.360 5.705 -2.836
O 0.588 4.512 -3.698
C 0.906 4.923 -4.966
H -4.804 1.667 -0.729
H -5.226 3.226 -0.427
H -4.898 2.160 0.961
H -3.338 4.257 1.257
H -3.507 4.772 -0.413
H -0.984 3.550 0.676
H -1.429 5.317 0.738
H -1.087 3.813 -1.827
H 1.084 4.618 -0.990
H 0.268 6.158 -0.757
H 1.244 6.352 -2.834
H -0.541 6.271 -3.038
H 1.132 4.115 -5.613
H 1.834 5.590 -5.060
H 0.065 5.450 -5.475
C 5.458 4.191 -0.353
O 5.310 5.464 0.203
C 5.741 5.730 1.523
C 7.044 6.577 1.549
N 8.222 5.808 1.209
C 9.423 6.490 0.654
C 10.558 6.576 1.645
O 10.935 5.314 2.187
C 12.124 5.049 2.930
H 6.576 3.925 -0.532
H 4.974 4.150 -1.326
H 4.884 3.501 0.295
H 5.972 4.730 1.991
H 4.859 6.139 2.049
H 7.206 7.021 2.565
H 7.057 7.474 0.960
H 8.489 5.256 2.004
H 9.228 7.517 0.433
H 9.715 6.085 -0.294
H 10.350 7.186 2.514
H 11.451 7.044 1.183
H 12.312 5.865 3.679
H 13.031 4.894 2.395
H 11.902 4.109 3.437
C -4.346 -0.454 7.412
O -3.297 0.065 6.659
C -2.696 1.210 7.162
C -1.432 1.729 6.409
N -1.641 2.327 5.101
C -2.206 3.633 4.981
C -1.544 4.349 3.889
O -0.255 4.732 4.297
C 0.485 5.568 3.457
H -5.171 0.257 7.574
H -3.992 -0.715 8.387
H -4.794 -1.313 6.862
H -2.320 1.085 8.161
H -3.439 2.027 7.107
H -0.759 0.867 6.318
H -1.034 2.510 7.039
H -2.034 1.611 4.492
H -1.912 4.163 5.971
H -3.285 3.740 4.819
H -2.129 5.271 3.708
H -1.601 3.664 2.982
H -0.104 6.434 3.215
H 0.790 5.168 2.575
H 1.428 5.776 3.923
C -4.864 -0.999 2.103
O -4.635 -1.809 3.196
C -5.854 -2.369 3.665
C -5.530 -3.499 4.638
N -6.737 -4.166 5.114
C -6.331 -5.093 6.210
C -7.499 -5.687 6.913
O -8.176 -4.693 7.751
C -9.416 -4.228 7.220
H -4.070 -0.259 2.042
H -5.807 -0.375 2.201
H -4.990 -1.544 1.156
H -6.416 -2.742 2.779
H -6.517 -1.607 4.097
H -4.999 -3.061 5.518
H -4.856 -4.275 4.218
H -7.193 -4.695 4.367
H -5.717 -4.482 6.896
H -5.605 -5.928 5.896
H -7.085 -6.517 7.580
H -8.239 -6.104 6.178
H -9.234 -4.104 6.107
H -9.574 -3.280 7.724
H -10.221 -4.871 7.422
C -2.550 -0.324 -0.513
O -2.835 -1.364 -1.385
C -3.885 -1.081 -2.194
C -5.269 -1.797 -1.887
N -5.067 -3.220 -1.816
C -6.100 -3.921 -1.093
C -5.972 -5.388 -1.398
O -6.310 -5.636 -2.696
C -5.328 -6.000 -3.617
H -1.694 -0.519 0.148
H -3.438 -0.066 0.054
H -2.379 0.652 -1.008
H -3.721 -1.437 -3.172
H -4.175 -0.050 -2.295
H -5.943 -1.558 -2.683
H -5.737 -1.445 -0.968
H -4.230 -3.455 -1.284
H -7.056 -3.564 -1.523
H -5.979 -3.806 0.024
H -6.650 -6.026 -0.777
H -4.959 -5.710 -1.233
H -5.887 -6.601 -4.374
H -4.540 -6.623 -3.218
H -4.944 -5.160 -4.094
C 3.476 -2.018 -5.376
O 3.135 -2.191 -6.737
C 1.999 -3.021 -6.861
C 0.764 -2.414 -6.148
N 0.313 -1.092 -6.581
C 0.042 -0.995 -8.002
C -0.896 0.174 -8.383
O -0.392 1.470 -8.141
C 0.761 1.844 -8.774
H 4.504 -1.685 -5.199
H 3.412 -3.027 -4.911
H 2.908 -1.270 -4.801
H 2.271 -3.998 -6.421
H 1.815 -3.289 -7.923
H 0.751 -2.403 -5.048
H 0.001 -3.207 -6.407
H 1.077 -0.408 -6.322
H -0.479 -1.931 -8.336
H 0.999 -0.866 -8.536
H -1.827 0.034 -7.819
H -1.076 0.077 -9.452
H 1.621 1.537 -8.118
H 0.747 2.940 -8.965
H 0.842 1.386 -9.761
C 1.192 -7.019 -7.073
O 1.738 -7.578 -5.865
C 0.707 -8.007 -4.979
C 0.545 -6.894 -3.875
N 0.099 -5.629 -4.513
C -0.393 -4.607 -3.566
C 0.575 -4.028 -2.495
O 1.723 -3.483 -3.022
C 2.573 -2.957 -2.062
H 1.796 -6.186 -7.409
H 0.224 -6.566 -6.905
H 1.109 -7.694 -7.941
H 0.952 -9.002 -4.662
H -0.253 -8.123 -5.512
H 1.448 -6.807 -3.236
H -0.372 -7.220 -3.329
H 0.930 -5.341 -5.045
H -1.311 -4.975 -3.042
H -0.670 -3.723 -4.072
H 0.712 -4.780 -1.692
H 0.057 -3.253 -1.921
H 2.381 -3.469 -1.085
H 2.413 -1.877 -1.874
H 3.635 -3.207 -2.351
C 0.315 -0.344 3.352
O 0.548 0.516 2.285
C 1.761 0.265 1.601
C 1.917 1.406 0.569
N 0.869 1.638 -0.435
C 0.603 0.588 -1.401
C 0.211 1.185 -2.735
O -1.075 1.722 -2.705
C -1.584 2.004 -3.968
H 0.870 0.022 4.210
H 0.610 -1.319 3.066
H -0.737 -0.382 3.721
H 1.685 -0.708 1.091
H 2.541 0.270 2.363
H 2.851 1.292 -0.046
H 2.088 2.308 1.199
H -0.026 1.839 0.003
H -0.060 -0.223 -0.944
H 1.555 0.057 -1.592
H 0.320 0.401 -3.550
H 0.992 1.948 -2.985
H -1.887 1.122 -4.617
H -0.789 2.483 -4.548
H -2.494 2.632 -3.783
N -3.537 -3.939 1.617
C -2.480 -3.898 0.764
N -1.371 -3.216 1.176
O -2.572 -4.408 -0.318
H -3.675 -3.212 2.248
H -4.438 -4.145 1.186
H -1.346 -2.618 2.052
H -0.916 -2.825 0.399

Calculated values
SMILES: COCCNCCOC.COCCNCCOC.COCCNCCOC.COCCNCCOC.COCCNCCOC.COCCNCCOC.COCCNCCOC.COCCNCCOC.COCCNCCOC.NC(N)=O
ΔE to the lowest compared entry with this formula, charge and spin: 4.001 eV
HOMO energy: -8.32 eV
E_tot: -4210.2474 hartree
Kohn-Sham gap: 8.9 eV